1.
76
Properties=species:S:1:pos:R:3:forces:R:3 method="wB97M-V/def2-TZVPD" multiplicity=1 charge=0 gap_ev=9.03
C -1.9166 -0.5389 -4.6183 0.8 0.1 -0.3
C -0.9046 0.7733 -4.3944 -0.1 -0.4 -2.7
O 0.0694 0.5708 -3.3104 -3.2 1.5 2.0
B -0.4414 1.0111 -1.9995 -1.0 0.9 -2.2
O -1.6385 1.8342 -1.7436 2.5 0.5 -1.6
Si 0.5901 0.5002 -0.4018 -0.9 -1.3 1.4
O -0.3673 0.6077 1.0683 1.5 3.2 -0.9
Si -0.3229 2.2301 1.7669 -1.3 -2.3 0.5
O -2.0108 2.8167 1.9083 2.8 0.3 -0.1
N -2.5239 2.1084 2.9630 -2.6 -3.5 -2.7
O -3.1344 1.1520 2.4698 1.5 3.1 2.4
H -1.9577 -1.1737 -3.6348 -0.1 1.3 -1.9
H -2.9785 -0.2031 -4.9868 2.1 -0.6 0.9
H -1.4415 -1.2102 -5.4829 -1.1 1.4 2.0
H -1.4892 1.7926 -4.3479 1.1 -2.1 0.3
H -0.2663 0.8219 -5.4020 -1.2 0.1 2.3
H -1.5688 2.7491 -2.1729 -0.3 -2.0 0.6
H 1.8461 1.2716 -0.3494 0.1 0.1 0.2
H 0.9000 -0.9389 -0.5895 0.2 0.1 0.3
H 0.5435 3.1629 1.0483 -0.3 0.2 -0.5
H 0.1463 2.0858 3.1644 -0.2 0.0 -0.4
N 0.9750 -3.1961 -7.1812 -0.6 -1.1 0.3
C 0.8069 -4.2143 -8.0532 0.2 0.7 0.5
C 0.2258 -5.4271 -7.7189 -0.1 0.0 0.3
C -0.2068 -5.6111 -6.4099 0.0 0.0 0.0
C -0.0457 -4.5816 -5.4883 0.0 -0.2 -0.2
C 0.5436 -3.4035 -5.9182 0.3 0.3 -0.8
H 1.1635 -4.0235 -9.0612 0.0 -0.1 0.1
H 0.1137 -6.2093 -8.4611 0.0 0.1 0.1
H -0.6659 -6.5487 -6.1104 0.1 0.1 0.0
H -0.3719 -4.6938 -4.4606 0.0 0.0 -0.1
H 0.6880 -2.5693 -5.2374 0.0 -0.1 0.0
N -3.2992 -2.5222 6.0248 -0.5 0.1 -0.8
C -4.3805 -3.2952 5.7825 0.8 0.5 0.2
C -5.1932 -3.1562 4.6688 0.1 0.2 -0.1
C -4.8825 -2.1617 3.7474 0.0 0.0 0.1
C -3.7762 -1.3483 3.9701 -0.2 -0.2 -0.2
C -3.0217 -1.5664 5.1116 -0.2 -0.7 0.7
H -4.5833 -4.0546 6.5320 0.0 0.0 -0.1
H -6.0478 -3.8071 4.5236 0.1 0.0 0.0
H -5.4972 -2.0217 2.8629 0.1 0.0 0.1
H -3.5079 -0.5640 3.2714 -0.1 -0.4 0.3
H -2.1465 -0.9602 5.3282 -0.1 0.0 -0.1
N 4.2999 0.9728 -6.7608 -0.4 -0.4 -0.8
C 3.3189 0.0455 -6.7061 0.7 0.7 0.0
C 2.7324 -0.5227 -7.8257 0.0 0.1 -0.3
C 3.1745 -0.1139 -9.0794 0.1 0.1 0.1
C 4.1822 0.8410 -9.1683 -0.2 -0.2 0.0
C 4.7095 1.3487 -7.9918 -0.2 -0.2 0.9
H 3.0061 -0.2383 -5.7055 0.0 0.0 -0.1
H 1.9497 -1.2657 -7.7226 0.1 0.0 0.0
H 2.7377 -0.5359 -9.9798 0.0 0.0 0.1
H 4.5483 1.1811 -10.1303 0.0 0.0 0.1
H 5.5004 2.0934 -8.0086 -0.1 -0.1 0.0
N 2.3175 0.5152 4.9704 -0.3 -0.4 0.9
C 2.7295 0.9003 6.1981 -0.3 -0.2 -0.9
C 2.3288 0.2852 7.3734 -0.2 -0.2 -0.1
C 1.4487 -0.7883 7.2876 0.0 0.0 0.0
C 1.0051 -1.2071 6.0374 0.1 0.1 0.3
C 1.4648 -0.5310 4.9187 0.6 0.7 -0.1
H 3.4129 1.7443 6.2130 0.0 -0.1 0.1
H 2.6938 0.6350 8.3325 0.0 0.0 -0.1
H 1.1114 -1.2947 8.1873 0.0 0.1 -0.1
H 0.3186 -2.0401 5.9367 0.0 0.1 0.0
H 1.1504 -0.8223 3.9203 0.0 0.0 0.1
N 0.0655 3.8875 5.1635 0.1 0.7 0.8
C 1.2520 4.1769 5.7411 -0.7 -0.3 -0.5
C 1.3893 4.9925 6.8529 -0.3 0.1 0.1
C 0.2413 5.5501 7.4059 0.0 0.0 0.0
C -0.9951 5.2723 6.8323 0.3 0.0 0.1
C -1.0315 4.4419 5.7237 0.6 -0.4 -0.5
H 2.1185 3.7208 5.2712 -0.1 0.0 0.0
H 2.3675 5.1887 7.2770 -0.1 0.0 -0.1
H 0.3095 6.1956 8.2768 0.0 -0.1 -0.1
H -1.9083 5.6917 7.2392 0.1 -0.1 -0.1
H -1.9729 4.1921 5.2423 0.1 0.0 0.1

---

2.
107
Properties=species:S:1:pos:R:3:forces:R:3 method="wB97M-V/def2-TZVPD" multiplicity=2 s_squared=0.76 charge=+1 gap_ev="5.36 / 5.38"
Ir -0.3420 0.4286 0.4043 2.4 -0.8 -1.9
N 4.0479 0.4080 1.6460 -0.5 0.1 -0.2
C 2.7709 0.8078 1.4972 0.8 0.1 0.3
N 1.8347 0.0625 1.0063 -1.4 0.2 0.2
C 2.1548 -1.2135 0.5354 -1.5 -0.1 -1.3
N 1.2913 -1.8517 -0.2147 3.0 -1.5 0.6
N 0.1971 -1.2253 -0.5379 -3.5 0.1 -1.7
C -0.6957 -1.8177 -1.3314 2.9 -0.2 1.7
C -1.8496 -1.0954 -1.6586 -2.0 1.3 -0.5
C -2.8448 -1.5883 -2.5292 1.2 0.0 0.6
C -3.9214 -0.8057 -2.8432 -0.3 0.9 0.2
C -3.9904 0.4891 -2.3143 0.1 -0.8 -0.3
C -2.9970 0.9075 -1.4536 -0.1 0.4 0.1
N -1.9727 0.1448 -1.0904 0.7 -0.7 1.1
C 3.4962 -1.7217 0.6953 0.4 0.2 0.4
C 3.8935 -2.9786 0.2383 0.2 0.0 0.0
C 5.2245 -3.3499 0.2974 -0.4 -0.1 -0.1
C 6.1715 -2.4854 0.8249 -0.1 0.5 0.2
C 5.7928 -1.2419 1.3105 0.3 -0.2 0.0
C 4.4653 -0.8598 1.2399 -0.5 -0.3 -0.2
H 4.7372 1.0388 2.0265 -0.1 0.1 0.0
H 2.5409 1.8218 1.7923 0.0 0.0 0.1
H -0.4990 -2.8120 -1.7030 0.1 -0.1 0.0
H -2.7264 -2.5844 -2.9208 0.0 -0.1 -0.1
H -4.6973 -1.1704 -3.4966 -0.1 -0.1 -0.1
H -4.8108 1.1422 -2.5601 0.0 0.1 0.0
H -3.0302 1.9045 -1.0413 0.0 0.0 0.2
H 3.1469 -3.6373 -0.1725 -0.1 -0.1 -0.1
H 5.5292 -4.3152 -0.0764 0.0 -0.1 0.0
H 7.2103 -2.7717 0.8555 0.1 0.0 0.0
H 6.5266 -0.5692 1.7283 0.1 0.1 0.0
S -2.2598 -2.4468 1.3534 -0.4 -1.3 0.0
S -1.3705 -4.5913 1.1604 0.1 0.7 -0.1
S 0.4198 -4.3773 1.7967 -0.2 -0.2 -0.1
S -0.7939 -1.5277 2.2285 0.2 1.9 -1.2
C 2.6805 -1.0655 -2.7809 0.0 0.1 0.1
C 2.5925 0.3740 -2.2714 0.1 -0.1 -0.1
C 3.9785 1.0254 -2.3054 -0.2 0.0 0.2
C 1.6115 1.1873 -3.0763 -0.1 0.0 0.3
C 1.7339 1.1951 -4.4581 -0.1 0.1 0.0
C 0.9228 1.9846 -5.2465 0.0 0.0 0.0
C -0.0166 2.7948 -4.6431 0.1 0.0 -0.1
C -0.1719 2.8275 -3.2657 0.0 -0.2 0.2
C -1.1965 3.7870 -2.7046 -0.1 0.1 -0.1
C -2.5567 3.6029 -3.3873 0.1 0.0 0.2
C -0.7239 5.2337 -2.8924 -0.1 -0.1 0.2
C 0.6400 1.9952 -2.4673 0.0 0.0 -1.0
N 0.4803 2.0688 -1.0615 -0.5 -1.2 1.8
C 0.8602 3.1711 -0.5105 -0.2 0.4 0.2
C 0.4942 3.7440 0.7474 0.1 -0.4 0.3
C 0.9198 5.0725 0.9355 0.0 0.5 0.4
C 0.5092 5.8491 1.9910 0.4 0.1 -0.4
C -0.3744 5.3070 2.9263 0.0 -0.5 -0.2
C -0.7830 4.0069 2.8044 -0.1 0.3 0.2
C -0.3546 3.1621 1.7445 -0.3 -0.2 -0.4
N -0.7899 1.8919 1.6944 -0.2 0.9 0.7
C -1.4458 1.3863 2.8493 -0.6 -0.1 1.0
C -2.8429 1.2167 2.8553 0.4 0.2 -0.1
C -3.4482 0.5750 3.9245 0.1 -0.1 0.0
C -2.7123 0.1289 5.0027 0.1 0.1 0.0
C -1.3569 0.3905 5.0460 -0.1 0.1 0.0
C -0.7068 1.0309 4.0020 -0.2 0.1 -0.5
C 0.7692 1.3135 4.1543 0.0 -0.1 0.2
C 1.5561 0.0532 4.5299 -0.1 0.1 -0.2
C 1.0015 2.3952 5.2146 0.0 0.0 -0.3
C -3.7204 1.8006 1.7763 -0.2 -0.1 0.0
C -4.5272 2.9751 2.3413 0.2 0.0 -0.2
C -4.6800 0.7585 1.1994 0.2 0.1 0.0
H 3.2426 -1.6805 -2.0823 0.1 -0.1 0.0
H 3.1837 -1.1066 -3.7425 0.1 0.0 -0.1
H 1.6878 -1.4922 -2.8944 -0.1 -0.1 -0.1
H 2.2476 0.3712 -1.2382 0.0 0.0 -0.2
H 4.3376 1.0970 -3.3290 0.1 0.0 -0.1
H 4.6873 0.4266 -1.7357 0.1 -0.1 0.1
H 3.9502 2.0292 -1.8851 0.0 0.1 0.0
H 2.4960 0.5944 -4.9261 0.1 -0.1 -0.1
H 1.0407 1.9873 -6.3188 0.0 0.0 -0.1
H -0.6292 3.4385 -5.2521 -0.1 0.1 -0.1
H -1.3185 3.6050 -1.6329 0.0 0.0 -0.1
H -2.5652 4.0587 -4.3735 0.0 0.0 -0.1
H -3.3387 4.0757 -2.7974 -0.1 0.1 0.0
H -2.7905 2.5480 -3.4990 -0.1 0.0 -0.1
H -0.5671 5.4536 -3.9462 0.0 0.0 -0.1
H 0.2123 5.4163 -2.3702 0.1 0.1 0.1
H -1.4733 5.9212 -2.5064 0.0 0.1 0.0
H 1.4774 3.8336 -1.1230 -0.1 0.0 -0.1
H 1.5754 5.5026 0.1938 0.1 0.1 -0.1
H 0.8475 6.8685 2.0877 0.1 0.1 0.0
H -0.7415 5.9083 3.7446 0.0 0.0 0.1
H -1.4817 3.5976 3.5176 0.0 0.0 0.1
H -4.5167 0.4369 3.9170 -0.2 -0.1 0.0
H -3.1932 -0.3892 5.8159 -0.1 -0.1 0.1
H -0.7911 0.0925 5.9130 0.1 -0.1 0.2
H 1.1462 1.6877 3.2027 -0.1 0.0 0.0
H 1.3892 -0.2095 5.5717 0.0 -0.1 0.1
H 2.6237 0.2247 4.4046 0.2 0.0 0.1
H 1.2643 -0.7940 3.9133 0.0 -0.1 0.0
H 0.5287 2.1235 6.1535 0.0 -0.1 0.1
H 0.5948 3.3506 4.8917 0.0 0.0 0.1
H 2.0675 2.5141 5.3927 0.2 0.1 0.1
H -3.0746 2.1816 0.9803 0.0 0.0 0.1
H -5.1714 2.6392 3.1498 -0.1 0.0 0.1
H -5.1545 3.4020 1.5619 -0.1 0.1 -0.1
H -3.8756 3.7546 2.7305 0.0 0.1 0.0
H -5.4301 0.4768 1.9336 -0.1 -0.1 0.1
H -4.1480 -0.1409 0.8964 0.0 -0.1 -0.1
H -5.2000 1.1660 0.3364 -0.2 0.0 -0.1

---

3.
15
Properties=species:S:1:pos:R:3:forces:R:3 method="wB97M-V/def2-TZVPD" multiplicity=1 de_lowest_kcal_mol=84.9 charge=0 gap_ev=9.55
C 0.4749 0.6966 -0.2063 1.5 -1.7 1.2
C -0.8530 0.2831 0.3015 0.2 -1.1 1.9
C -1.5165 -0.8910 -0.3421 0.0 -0.1 -0.3
C 1.1006 -0.3589 0.8421 3.1 1.7 -3.3
O 0.7958 2.0087 0.1423 -0.3 0.2 -0.2
O 0.8344 0.3156 -1.4777 0.1 0.2 -0.1
O 1.6445 -1.3600 0.3387 -1.4 0.3 1.2
H 1.4074 -0.4772 -1.3496 -0.2 0.2 0.0
H 1.3750 2.3941 -0.5262 0.0 -0.3 0.0
H 1.4679 0.1801 1.7271 -0.5 -0.4 0.5
H -1.4817 1.1029 0.6354 0.0 -0.1 0.4
H -0.2466 -0.3183 1.4427 -2.4 1.0 -1.1
H -2.4747 -1.1104 0.1239 0.0 0.0 0.0
H -1.6600 -0.6980 -1.4069 -0.1 0.0 0.0
H -0.8679 -1.7672 -0.2448 -0.1 0.0 -0.2

---

4.
16
Properties=species:S:1:pos:R:3:forces:R:3 method="wB97M-V/def2-TZVPD" multiplicity=1 de_lowest_kcal_mol=83.7 charge=0 gap_ev=9.02
C 1.1467 -0.4030 -1.7133 0.1 0.0 0.0
C -0.2154 -0.3863 -1.0208 -0.1 0.0 0.0
C -0.2740 0.6212 0.1153 0.1 0.1 -0.1
C -1.4162 0.5725 1.0799 -0.3 0.0 -0.1
C 0.4062 0.3034 1.4306 0.2 0.1 -0.2
O 0.5744 -1.0550 1.5544 0.0 -0.2 0.2
H 1.9405 -0.6692 -1.0078 -0.1 0.0 -0.1
H 1.3878 0.5788 -2.1375 0.0 -0.1 0.1
H 1.1640 -1.1303 -2.5318 0.0 0.1 0.1
H -0.9957 -0.1352 -1.7497 0.1 0.0 0.1
H -0.4486 -1.3845 -0.6369 0.0 0.1 0.0
H -0.0463 1.6342 -0.2234 0.0 -0.1 0.0
H -1.9942 1.4818 1.2476 0.2 -0.1 0.0
H -1.9810 -0.3570 1.1185 0.2 0.1 0.0
H -0.6024 0.6752 2.1420 -0.3 0.0 0.1
H 0.9510 -1.2113 2.4285 0.0 0.0 -0.2